[1]
7 unconnected molecules or ions with the total composition C39H67F3N2O31PS6 in a non-equilibrium geometry, computed with the ωB97M-V functional and the def2-TZVPD basis.

The geometry in XYZ format:
```
149
Properties=species:S:1:pos:R:3:mulliken_charge:R:1
C 4.0866 -1.1341 4.7201 -0.523
C 5.1012 -0.3154 3.8007 -0.499
C 4.8456 -0.7329 2.3013 -0.924
C 3.6885 0.1683 1.6334 0.437
N 3.1170 -0.6916 0.5423 0.021
C 1.8543 -0.1533 0.0008 0.815
O 1.8604 1.2686 0.2528 1.422
P 0.6984 2.0725 -0.7199 1.443
O -0.5117 2.8809 -1.7707 -0.268
C -0.8484 1.5681 0.2700 -0.910
C -0.7904 1.6918 1.8472 -0.846
C -0.3238 0.3847 2.6253 -0.125
O -1.0479 -0.7981 2.2066 0.268
C -0.5910 -1.9370 2.8586 0.503
C 0.2207 -3.0938 2.1573 -0.651
O -0.8403 -2.1153 4.0348 -0.628
C 0.9675 3.7755 0.1556 -1.803
C 2.0306 3.7561 1.3239 0.203
C 1.9498 5.1905 2.0212 0.201
F 0.7322 5.8062 2.3399 -0.320
C 3.1317 5.8273 2.3535 0.218
F 3.5238 7.0421 1.8248 -0.258
F 4.0387 5.2329 3.2279 -0.217
C 1.9087 2.6782 -2.1171 -1.279
C 3.3738 2.9775 -1.6801 0.219
C 4.4496 2.0010 -1.4333 0.248
C 5.8316 2.3796 -1.0196 -0.681
C 6.1870 3.8034 -0.8366 -0.528
C 5.1458 4.8094 -1.1114 -0.539
C 3.7760 4.4234 -1.5294 -0.448
O 0.5297 0.6638 -1.7748 -0.105
C 1.4147 -0.4149 -1.5097 -0.606
C 0.5792 -1.7597 -1.8464 -0.455
C -0.9207 -1.7307 -1.4115 -0.660
N -1.5390 -2.6080 -0.6992 -0.417
O 2.4035 -0.4272 -2.5644 0.182
C 3.2777 -1.5568 -2.5488 -0.422
C 3.1530 -2.4861 -3.8452 0.505
C 3.1152 -1.6371 -5.1804 -1.185
O 4.3763 -3.2684 -3.8817 -0.597
H 3.1496 -1.2976 4.1154 -0.040
H 3.8752 -0.5303 5.6457 0.270
H 4.6013 -2.0968 5.0012 0.154
H 6.1717 -0.4716 4.1310 0.248
H 4.9006 0.7912 3.9710 0.390
H 5.7923 -0.4599 1.7272 0.220
H 4.6918 -1.8320 2.1332 0.399
H 4.2217 1.0747 1.2325 -0.338
H 2.9525 0.3822 2.4509 -0.001
H 3.8797 -0.7365 -0.1376 0.476
H 1.0731 -0.7667 0.5644 -1.770
H -0.6653 3.7860 -1.4485 0.272
H -1.2201 0.5196 0.0417 -0.341
H -1.7046 2.2314 -0.0598 0.348
H -0.2574 2.5793 2.2730 0.287
H -1.8752 1.8151 2.1834 0.437
H -0.5476 0.5368 3.7272 0.498
H 0.7757 0.1738 2.5224 -0.304
H 0.6948 -3.7573 2.9402 0.391
H -0.5466 -3.7537 1.6438 0.156
H 0.9646 -2.7261 1.4005 0.023
H 1.1953 4.6119 -0.5546 0.816
H -0.0293 4.0506 0.6354 0.743
H 1.8392 3.0126 2.1440 0.017
H 3.0998 3.6423 1.0118 -0.109
H 1.4895 3.6566 -2.5097 0.619
H 1.8965 2.0138 -3.0344 0.238
H 4.2540 0.9105 -1.5620 0.381
H 6.5955 1.5704 -0.8391 0.353
H 7.2380 4.0450 -0.5197 0.323
H 5.3927 5.8928 -0.9794 0.356
H 2.9880 5.2073 -1.7147 0.248
H 1.0547 -2.6549 -1.3277 0.303
H 0.5818 -1.8831 -2.9728 0.291
H -1.5404 -0.8522 -1.7712 0.404
H -0.8501 -3.3431 -0.4778 0.205
H 4.3379 -1.1404 -2.6204 0.153
H 3.2743 -2.1571 -1.5904 0.240
H 2.3001 -3.2263 -3.7575 0.318
H 3.3001 -0.5576 -4.9266 0.136
H 3.9478 -1.9701 -5.8625 0.381
H 2.1160 -1.7214 -5.6841 0.230
H 4.2217 -4.1616 -3.5232 0.345
C -3.3539 -4.3982 -2.9576 0.136
C -4.8286 -4.1361 -3.2020 -0.231
O -4.8930 -3.6145 -4.5343 -0.324
S -3.7210 -4.2839 -5.4217 1.091
O -4.2791 -5.3715 -6.1557 -0.583
O -2.9759 -3.2442 -6.0414 -0.489
O -2.8505 -4.8929 -4.2058 -0.379
H -2.8205 -3.4772 -2.7167 -0.071
H -3.1905 -5.1271 -2.1649 0.357
H -5.2478 -3.4298 -2.4906 0.278
H -5.4062 -5.0649 -3.1747 0.294
C -5.3554 -2.1905 3.0010 -0.292
C -4.0464 -2.7232 2.4539 0.235
O -4.4181 -3.8110 1.6025 -0.376
S -5.8495 -3.4918 0.9367 0.933
O -5.6260 -2.9543 -0.3639 -0.455
O -6.7123 -4.5995 1.1740 -0.612
O -6.2791 -2.2792 1.9109 -0.286
H -5.7278 -2.8175 3.8162 0.164
H -5.2705 -1.1644 3.3457 0.348
H -3.3734 -3.0621 3.2401 0.343
H -3.5386 -1.9736 1.8405 -0.072
C -5.0222 1.1938 -2.8626 -0.440
C -4.9450 2.5023 -3.6308 -0.510
O -3.5572 2.8312 -3.6720 -0.241
S -2.6912 1.4636 -3.7150 1.034
O -2.3513 1.1950 -5.0760 -0.761
O -1.7270 1.5087 -2.6734 -0.754
O -3.8865 0.4453 -3.2828 -0.176
H -4.9408 1.3626 -1.7851 0.285
H -5.9395 0.6442 -3.0746 0.347
H -5.5127 3.2994 -3.1524 0.307
H -5.2933 2.3752 -4.6599 0.400
C -2.8868 5.4746 -8.1356 -0.386
C -3.4314 4.1586 -8.6605 -0.375
O -3.6826 3.3722 -7.4965 -0.254
S -4.1128 4.3446 -6.2793 1.089
O -5.5373 4.3576 -6.1975 -0.632
O -3.2828 4.0594 -5.1604 -0.289
O -3.6348 5.7434 -6.9498 -0.358
H -1.8326 5.3850 -7.8607 0.285
H -3.0060 6.2858 -8.8531 0.309
H -2.7303 3.6520 -9.3217 0.315
H -4.3820 4.3046 -9.1817 0.296
C 8.2010 -3.6897 6.8165 -0.324
C 9.0966 -2.8796 5.8972 -0.313
O 8.8929 -3.4387 4.5991 -0.331
S 7.3689 -3.9696 4.4835 0.941
O 6.5944 -2.9699 3.8355 -0.263
O 7.3968 -5.3233 4.0509 -0.592
O 7.0145 -3.9363 6.0616 -0.324
H 8.6550 -4.6533 7.0628 0.279
H 7.9631 -3.1564 7.7360 0.318
H 10.1462 -2.9385 6.1808 0.316
H 8.7870 -1.8312 5.8665 0.267
C -8.2605 -1.7187 6.7510 -0.300
C -8.5115 -0.3981 7.4556 -0.373
O -7.7441 0.5596 6.7250 -0.311
S -7.6920 0.1215 5.1692 1.072
O -8.6901 0.8475 4.4650 -0.561
O -6.3312 0.0882 4.7585 -0.480
O -8.2121 -1.3975 5.3600 -0.281
H -7.2942 -2.1422 7.0371 0.274
H -9.0466 -2.4468 6.9464 0.316
H -8.2060 -0.4193 8.5003 0.307
H -9.5640 -0.1087 7.3907 0.304
```

As for the charge: -1. The HOMO energy comes out at -4.86 eV. The calculated total energy comes out at -190420.93265 eV. Its HOMO-LUMO gap is 6.37 eV.

***

[2]
3 unconnected molecules or ions with the total composition C3H8O3 in a non-equilibrium geometry, computed with the ωB97M-V functional and the def2-TZVPD basis.

The geometry in XYZ format:
```
14
Properties=species:S:1:pos:R:3:mulliken_charge:R:1
C -0.2306 -0.3757 0.5546 -0.180
C 1.2689 -0.5740 0.7438 -1.139
O -0.9091 -1.5783 0.4210 -0.540
H -0.8410 -1.8295 -0.5211 0.378
H -0.6554 0.1774 1.4030 0.447
H -1.6224 0.9926 -0.0026 -0.074
H 1.7091 -1.0916 -0.1074 0.286
H 1.8003 0.3631 0.9019 0.314
H 1.4399 -1.1954 1.6226 0.356
C -0.4352 0.4371 -0.9736 0.557
O 0.4044 1.4971 -1.1336 -0.459
O -0.5694 -0.3541 -1.8845 -0.609
H 0.4896 2.0086 -0.3176 0.361
H -1.8491 1.5227 -0.7065 0.301
```

As for the charge: 0. The value obtained for the energy above the lowest of the compared OMol25 structures with the same formula, charge and spin is 3.5986 eV. The HOMO energy comes out at -9.86 eV. The calculated total energy comes out at -9380.20334 eV. Its HOMO-LUMO gap is 10.40 eV.

***

[3]
C7H12BrNO2 in the gas phase in a non-equilibrium geometry, computed with the ωB97M-V functional and the def2-TZVPD basis.

The geometry in XYZ format:
```
23
Properties=species:S:1:pos:R:3:mulliken_charge:R:1
C 0.1823 0.2231 -2.6516 -1.486
C 0.8294 0.4047 -1.3055 0.778
C 0.9553 1.6138 -0.7501 -0.356
Br 0.3517 3.2220 -1.5311 -0.151
C 1.4073 -0.8528 -0.5613 -0.907
C 0.7846 -1.1245 0.7432 -0.522
C -0.6676 -1.2318 0.8117 -0.624
C -1.4267 0.0707 0.8737 -0.502
N -1.5714 0.7442 1.9576 0.825
O -2.2361 1.8166 2.1570 -0.736
O -0.8974 0.3059 3.1113 -0.444
H 0.8938 0.4125 -3.5190 0.289
H -0.6802 0.9630 -2.8202 0.388
H -0.3688 -0.7130 -2.8717 0.365
H 1.4177 1.7534 0.2511 0.356
H 2.5795 -0.9527 -0.7519 0.312
H 1.1528 -1.7941 -1.1295 0.327
H 1.2394 -2.0921 1.0939 0.333
H 1.0387 -0.2904 1.3973 0.345
H -0.9811 -1.9063 -0.0151 0.338
H -0.8760 -1.8112 1.7163 0.443
H -2.1851 0.2940 0.0210 0.288
H -0.9423 0.9447 3.7727 0.340
```

As for the charge: 0. The value obtained for the energy above the lowest of the compared OMol25 structures with the same formula, charge and spin is 3.7765 eV. The HOMO energy comes out at -8.72 eV. The calculated total energy comes out at -83076.21222 eV. Its HOMO-LUMO gap is 9.40 eV.

***

[4]
A molecular structure, C24H50BClF4OsP2Si2 in a non-equilibrium geometry, computed with the ωB97M-V functional and the def2-TZVPD basis.

The geometry in XYZ format:
```
85
Properties=species:S:1:pos:R:3:mulliken_charge:R:1
Os 0.5766 -0.0733 0.2782 -0.471
C 1.0242 -1.5572 1.7477 -0.429
C 1.8529 -1.7713 0.6042 -0.769
C 2.6295 -0.5484 0.4546 -0.146
Si 1.6306 -3.3236 -0.4140 0.086
C 2.2571 0.3615 1.4847 -0.039
C 1.2297 -0.2597 2.3099 -0.729
Si 0.1256 0.3254 3.7001 0.068
H 0.3336 -2.2902 2.1421 0.755
H 3.4019 -0.3902 -0.2870 0.742
H 2.7002 1.3320 1.6661 0.738
Cl -1.4835 2.8573 -3.2110 -0.189
C -0.6233 -1.0950 4.6519 -1.086
C 1.0520 1.4746 4.8432 -1.098
C 0.8800 -4.7173 0.5767 -1.093
C 3.2460 -3.8561 -1.1829 -1.115
H 1.9980 0.9954 5.1315 0.394
H 0.4487 1.6100 5.7521 0.340
H 1.2767 2.4612 4.4219 0.288
H -1.1921 -1.7551 3.9803 0.249
H -1.2960 -0.7023 5.4259 0.374
H 0.1708 -1.6771 5.1367 0.328
H 4.0262 -3.8491 -0.4091 0.389
H 3.5822 -3.2370 -2.0227 0.281
H 3.1281 -4.8905 -1.5357 0.342
H 1.5523 -4.9940 1.3988 0.333
H 0.7370 -5.5922 -0.0712 0.375
H -0.0920 -4.4151 0.9942 0.252
C -1.2999 1.1663 2.7883 -1.185
C 0.3216 -2.8133 -1.6784 -1.276
P -0.7397 1.8353 1.1884 -0.272
H -1.7156 1.9555 3.4316 1.014
H -2.0864 0.4159 2.5920 0.309
P 0.4090 -1.0234 -2.0053 0.048
H -0.6750 -3.0457 -1.2621 0.339
H 0.4666 -3.3970 -2.5989 1.044
C -0.9840 -0.8218 -3.2509 1.106
C 2.1077 -0.8493 -2.8814 1.946
C 0.4691 3.2255 1.7071 1.984
C -2.3057 2.6612 0.5563 1.125
C -3.2179 1.6665 -0.1798 -1.113
H -1.9288 3.4036 -0.1673 0.646
C -3.1341 3.3614 1.6378 -1.877
H -3.5472 2.6228 2.3367 0.362
H -3.9754 3.8641 1.1434 0.527
H -2.5877 4.1181 2.2044 0.305
H -3.1739 1.8316 -1.2619 0.111
H -4.2610 1.8190 0.1307 0.598
H -2.9698 0.6216 0.0552 0.084
H 1.1872 2.6997 2.3564 -0.307
C -0.1709 4.3492 2.5255 -2.020
C 1.2409 3.8152 0.5257 -1.961
H -0.7301 3.9923 3.3999 0.327
H -0.8218 4.9715 1.8983 0.457
H 0.6303 5.0017 2.9030 0.463
H 1.7684 3.0504 -0.0591 0.127
H 2.0036 4.5066 0.9167 0.504
H 0.5828 4.4007 -0.1312 0.485
H 2.7982 -1.2983 -2.1484 -0.471
C 2.5452 0.5996 -3.1060 -2.010
C 2.2421 -1.6347 -4.1885 -1.999
H 1.8821 -2.6687 -4.1259 0.305
H 3.3089 -1.6816 -4.4539 0.463
H 1.7334 -1.1161 -5.0112 0.485
H 2.5631 1.1855 -2.1783 0.150
H 1.9128 1.0992 -3.8525 0.482
H 3.5717 0.5958 -3.5044 0.483
C -2.3539 -0.8765 -2.5731 -1.392
C -0.9900 -1.8450 -4.3847 -1.526
H -0.8288 0.1918 -3.6564 0.405
H -1.1801 -2.8548 -3.9932 0.272
H -0.0708 -1.8572 -4.9738 0.287
H -1.8154 -1.5883 -5.0622 0.516
H -2.4814 -1.8012 -1.9879 0.216
H -3.1341 -0.8542 -3.3481 0.577
H -2.5307 -0.0256 -1.9075 -0.191
C -0.4024 2.0009 -1.9443 2.687
H -0.9513 1.2144 -1.3803 -1.337
H 0.4405 1.5945 -2.5126 -0.799
H -0.0388 2.8013 -1.2901 -0.528
F -1.6057 -1.1343 0.5677 0.435
B -2.5013 -2.2529 1.0633 0.488
F -3.5942 -1.6121 1.6374 -0.314
F -2.7987 -3.0194 -0.0744 -0.359
F -1.7558 -2.9903 2.0010 -0.396
```

As for the charge: 0. The value obtained for the energy above the lowest of the compared OMol25 structures with the same formula, charge and spin is 0.0533 eV. The HOMO energy (alpha / beta) comes out at -4.47 / -8.69 eV. The calculated total energy comes out at -86573.20028 eV. Its spin multiplicity is 5. Its HOMO-LUMO gap (alpha / beta) is 4.68 / 7.37 eV.

***

Question: Which of these has the lowest charge?
Answer: C39H67F3N2O31PS6

***

Question: Which of these has the lowest calculated total energy?
Answer: C39H67F3N2O31PS6